Here is C5H6N2O as an isolated structure from the OMol25 dataset. Energies are from the ωB97M-V functional and the def2-TZVPD basis.

Last column: natural (NBO) charge in e.
Geometry (Å):
H 1.891 -0.251 -0.623  0.206
N -2.323 0.379 -0.464  -0.106
H 0.615 -0.794 1.762  0.341
N 1.418 -1.124 1.025  -0.783
C -0.764 1.821 0.338  0.175
H 2.145 -0.349 1.331  0.350
C 0.943 -0.317 -0.154  -0.075
H -0.465 2.890 0.631  0.226
O -2.036 1.683 0.006  -0.291
C -0.133 -1.087 -0.931  -0.435
H -0.019 -1.980 -0.230  0.247
C -1.140 -0.036 -0.571  0.127
H 0.017 -1.542 -2.023  0.243
C -0.149 0.708 -0.096  -0.224

## Properties
Relative energy (zero: lowest compared OMol25 entry of this formula, charge and spin) = 509.78 kJ/mol
HOMO = -9.95 eV

Here is C17H26N2OPt as an isolated structure from the OMol25 dataset. Energies are from the ωB97M-V functional and the def2-TZVPD basis.

Last column: natural (NBO) charge in e.
Geometry (Å):
Pt 0.020 -0.421 -0.015  1.039
C 2.672 -1.694 -0.858  0.070
H 1.700 1.503 1.353  0.198
N -1.323 -1.911 -0.430  -0.555
H 3.421 -4.782 -2.069  0.218
C 0.705 -3.000 -1.093  0.101
C -3.486 -2.874 -0.646  -0.302
C 2.839 -3.944 -1.693  -0.197
H 1.465 -0.835 2.065  0.198
H -2.244 3.484 1.061  0.222
C -2.664 -1.822 -0.267  0.074
C 1.423 1.187 0.311  -0.711
N 1.326 -1.832 -0.750  -0.549
O 0.091 2.208 -0.005  -0.686
C 0.758 4.315 -0.420  -0.631
C -1.541 -4.094 -1.338  -0.204
C 0.472 3.624 1.998  -0.655
H -3.056 -0.895 0.145  0.226
H 0.330 4.670 2.166  0.214
H 1.839 4.112 -0.394  0.210
H 1.547 3.424 2.102  0.219
H -1.473 4.946 0.553  0.202
H 0.947 -4.971 -1.827  0.211
H 3.102 -0.739 -0.565  0.211
H 0.598 5.291 -0.131  0.198
H -2.102 0.473 1.468  0.159
H -1.850 3.730 -0.659  0.221
C -1.503 1.042 0.748  -0.829
C -0.739 -3.030 -0.948  0.109
H 4.524 -2.607 -1.419  0.220
H -2.030 1.498 -0.178  0.211
C -2.916 -4.027 -1.190  -0.196
H 0.418 4.169 -1.456  0.219
H -3.535 -4.865 -1.504  0.217
C -1.518 3.909 0.372  -0.621
H 2.299 1.040 -0.399  0.195
C 0.383 -0.727 1.943  -0.647
H -0.063 3.084 2.787  0.221
C 3.451 -2.741 -1.333  -0.301
H -0.118 -1.680 2.142  0.197
C -0.056 3.484 0.564  0.268
H 1.219 2.242 -0.417  0.430
H -1.182 1.812 1.463  0.182
H 0.002 0.042 2.615  0.196
C 1.465 -4.063 -1.567  -0.202
H -1.058 -4.957 -1.767  0.211
H -4.559 -2.779 -0.522  0.220

## Properties
2S+1 = 3
⟨S²⟩ = 2.02
HOMO (alpha / beta) = -5.02 / -7.87 eV

Here is C17H16BN6O4RhS as an isolated structure from the OMol25 dataset. Energies are from the ωB97M-V functional and the def2-TZVPD basis.

Last column: natural (NBO) charge in e.
Geometry (Å):
C -0.413 3.203 -3.260  -0.212
H -0.410 -3.318 5.457  0.237
C -2.259 0.301 -0.002  0.003
N 1.381 -1.700 0.458  -0.310
H -0.644 4.105 -3.817  0.204
C 0.033 0.854 -3.155  -0.161
H -0.176 -4.365 2.929  0.227
N -1.221 -0.223 0.636  -0.259
H 0.648 2.328 4.905  0.131
C -2.845 -0.672 -0.812  -0.333
C -0.292 -2.797 4.524  -0.346
H -0.319 -0.613 5.030  0.224
C 0.274 0.956 -1.799  -0.257
C -2.076 -1.803 -0.614  0.006
C 2.798 -0.055 0.455  0.003
C 2.438 -2.105 -0.258  0.009
C 0.452 1.821 3.954  0.624
Rh 0.198 0.577 1.839  0.969
H 0.124 -0.099 -3.660  0.233
N -0.053 -2.340 2.378  -0.317
H 4.331 -1.090 -0.770  0.242
B 0.050 -2.376 0.841  0.536
O -0.135 0.880 -6.006  -0.567
C -0.576 1.790 -5.361  0.766
N 1.607 -0.452 0.897  -0.231
H -3.703 -0.566 -1.451  0.239
C 3.371 -1.086 -0.285  -0.339
C -0.176 3.308 -1.902  -0.230
H 0.544 0.071 -1.248  0.214
C -0.235 -1.416 4.318  -0.002
N -1.103 -1.512 0.262  -0.311
C -0.176 -3.341 3.262  0.007
H -0.251 4.271 -1.413  0.223
C -0.325 1.971 -3.902  -0.154
O -0.723 1.668 3.536  -0.647
O 1.429 1.385 3.276  -0.629
N -0.094 -1.157 3.025  -0.297
H -2.158 -2.795 -1.024  0.230
H -1.713 3.326 -5.298  0.481
H 2.458 -3.095 -0.682  0.231
O -1.352 2.726 -5.961  -0.670
H -0.005 -3.498 0.431  -0.020
S 0.493 2.482 0.569  -0.098
H 3.156 0.933 0.688  0.248
C 0.167 2.186 -1.140  -0.138
H -2.519 1.336 0.149  0.240

## Properties
Relative energy (zero: lowest compared OMol25 entry of this formula, charge and spin) = 7.97 kJ/mol
HOMO = -7.78 eV

Here is C6H11NO as an isolated structure from the OMol25 dataset. Energies are from the ωB97M-V functional and the def2-TZVPD basis.

Last column: natural (NBO) charge in e.
Geometry (Å):
H 0.111 -2.011 0.893  0.276
H -0.616 -0.396 -0.895  0.251
C -1.821 -0.029 0.804  0.152
H 0.545 3.727 -1.293  0.202
H -0.150 2.115 0.594  0.208
C 0.735 2.866 -1.910  -0.190
H 0.568 -0.652 1.920  0.208
O 2.059 -2.958 0.946  -1.156
C 0.600 1.641 -1.373  -0.299
H 1.495 -1.047 0.459  0.299
C -0.398 -0.001 0.094  -0.396
H 0.697 0.810 -2.061  0.226
C 0.500 -0.996 0.898  -0.568
H 2.789 -3.591 0.853  0.421
H -2.148 0.907 1.288  0.160
N -2.596 -0.901 0.350  -0.547
H -1.747 -1.440 0.943  0.413
C 0.140 1.317 -0.083  0.123
H 1.138 2.938 -2.907  0.220

## Properties
Relative energy (zero: lowest compared OMol25 entry of this formula, charge and spin) = 1014.12 kJ/mol
HOMO = -6.59 eV

Here is C39H38AuN6OSTe as an isolated structure from the OMol25 dataset. Energies are from the ωB97M-V functional and the def2-TZVPD basis.

Last column: Löwdin charge in e.
Geometry (Å):
H 3.784 0.767 2.225  0.083
H -3.358 6.224 -1.656  0.100
H 2.687 0.713 3.601  0.087
H -3.034 -1.961 -0.812  0.090
C -4.245 -2.866 2.868  -0.255
H -0.207 -1.304 4.425  0.026
H 4.110 -5.043 2.645  0.083
H 2.113 1.256 2.024  0.034
H -1.024 -2.631 5.220  0.088
H 0.045 -4.003 -0.034  0.090
C 3.099 5.251 -1.560  -0.055
C -2.124 3.049 0.160  -0.156
H -0.018 4.580 -4.125  0.121
C 4.719 -3.499 -2.734  -0.195
C 3.451 4.163 -0.775  -0.050
H 4.284 4.209 -0.088  0.105
C -2.782 5.362 0.224  -0.080
H -1.591 -0.981 5.463  0.093
C 2.710 2.997 -0.891  -0.116
C 1.217 -1.337 1.692  -0.329
C -4.021 -2.352 1.597  -0.006
C 2.456 -0.903 2.174  -0.337
C 0.226 3.762 -3.453  -0.088
N -2.788 0.987 -5.384  0.057
C 1.341 3.920 -2.491  -0.246
H -5.466 -4.609 2.579  0.084
H -3.141 1.787 -5.882  0.093
C -1.977 -1.338 2.303  -0.316
Te -0.363 0.019 2.137  1.922
H -4.740 -2.552 0.811  0.128
C 2.094 -3.553 1.456  -0.006
H 1.961 -4.578 1.129  0.125
H -3.431 -3.027 4.838  0.121
C -2.824 4.159 -1.854  -0.085
H -2.266 2.095 -1.749  0.050
C 2.697 -2.351 -3.534  -0.040
H 2.687 -3.000 -4.400  0.115
C -2.378 3.017 -1.200  -0.056
N 5.524 -4.310 -2.849  0.139
H 1.727 5.947 -3.068  0.113
C 1.715 -1.389 -3.367  -0.134
C -0.203 -3.149 0.596  -0.030
C -2.901 -1.594 1.282  -0.284
H -6.374 -3.137 2.888  0.083
H 4.456 -1.483 2.661  0.121
C -1.632 1.866 0.925  -0.682
S -1.518 -0.113 -3.369  0.621
H 4.526 -1.735 -0.751  0.112
H 2.950 2.120 -0.305  0.088
C 2.740 -0.693 -1.328  -0.131
H -2.942 6.275 0.784  0.101
C 4.442 -4.151 2.113  -0.039
O -2.133 1.654 2.061  -0.148
C -1.861 1.228 -4.415  -0.848
C 3.706 -2.489 -2.585  -0.249
C 3.491 -1.825 2.305  -0.021
C -2.779 -1.137 -0.144  -0.089
C -1.188 -1.675 4.724  -0.070
H -0.977 -3.459 1.301  0.086
C -3.295 -2.619 3.844  -0.012
H 0.938 -1.299 -4.113  0.054
H 2.789 -0.042 -0.467  0.062
C 2.031 5.126 -2.433  -0.019
C -2.158 -1.858 3.583  -0.298
N 1.681 2.876 -1.719  0.047
C -3.016 5.334 -1.146  -0.086
H 4.798 -4.471 1.132  0.085
H 3.647 6.181 -1.497  0.110
H -3.010 4.120 -2.919  0.096
C -5.471 -3.684 3.157  -0.045
C 1.706 -0.554 -2.248  -0.247
H -5.533 -3.945 4.212  0.074
C 2.762 0.534 2.526  -0.096
H -1.791 -0.777 -0.414  0.001
N -1.367 2.455 -4.436  -0.015
C 3.321 -3.161 1.976  -0.261
H -0.620 -2.373 -0.048  0.062
H 5.285 -3.724 2.654  0.076
H -2.182 4.225 1.946  0.115
N -0.390 2.636 -3.506  -0.122
N -0.633 1.100 0.455  -0.222
H -3.373 0.174 -5.297  0.073
C 3.737 -1.642 -1.482  -0.041
C -2.350 4.222 0.877  -0.025
H -3.478 -0.322 -0.349  0.097
Au 0.257 0.971 -1.984  0.783
C 1.040 -2.664 1.289  -0.269

## Properties
Relative energy (zero: lowest compared OMol25 entry of this formula, charge and spin) = 0.00 kJ/mol
2S+1 = 2
⟨S²⟩ = 0.76
HOMO (alpha / beta) = -7.04 / -7.90 eV

Here is one molecule with the formula CH2ClI from the OMol25 dataset. Energies are from the ωB97M-V functional and the def2-TZVPD basis.

Last column: natural (NBO) charge in e.
Geometry (Å):
H -1.233 0.089 -0.900  0.192
I 1.003 0.682 0.020  0.793
H -1.583 0.173 0.846  0.211
C -0.963 0.450 0.038  -0.631
Cl 2.776 -1.394 -0.004  -0.566

## Properties
Relative energy (zero: lowest compared OMol25 entry of this formula, charge and spin) = 238.76 kJ/mol
HOMO (alpha / beta) = -9.38 / -9.38 eV

Here is C4H6BO4 as an isolated structure from the OMol25 dataset. Energies are from the ωB97M-V functional and the def2-TZVPD basis.

Last column: natural (NBO) charge in e.
Geometry (Å):
B -3.530 0.719 0.027  1.201
C -0.634 -1.723 -0.115  0.651
C 0.230 -0.734 0.104  -0.488
C 0.739 1.583 0.318  -0.464
O -3.397 -0.477 -0.366  -0.994
C 0.093 0.594 -0.432  -0.172
H -0.268 0.697 -1.481  0.218
O -0.383 -2.973 0.558  -0.744
H 1.026 -0.988 0.780  0.209
H -0.673 -3.603 -0.133  0.469
H 0.830 2.671 0.109  0.172
O -3.813 1.849 0.378  -0.968
H 1.281 1.509 1.196  0.174
H -2.436 -1.083 -0.619  0.504
O -1.645 -1.867 -0.925  -0.768

## Properties
Relative energy (zero: lowest compared OMol25 entry of this formula, charge and spin) = 26.90 kJ/mol
HOMO = -4.05 eV
Total charge = -1

Here is an isolated ion of composition C4H16N4 and charge +2 from the OMol25 dataset. Energies are from the ωB97M-V functional and the def2-TZVPD basis.

Last column: natural (NBO) charge in e.
Geometry (Å):
C -0.578 1.472 -0.975  -0.661
H 1.439 -2.522 -0.475  0.237
H -1.944 0.179 1.213  0.393
N -1.462 -0.298 0.560  -0.437
H 0.902 1.861 1.358  0.242
H -2.903 0.178 -0.807  0.439
H -0.456 0.773 -1.804  0.212
H 2.967 -0.094 0.002  0.442
H -1.812 -1.026 -1.304  0.456
N 0.892 -0.503 -0.332  -0.309
H 0.214 2.176 -1.190  0.233
H 0.723 0.220 2.121  0.241
H -0.600 1.328 2.219  0.270
H 2.049 1.095 -0.561  0.449
N 2.135 0.087 -0.599  -0.507
C 0.998 -1.896 0.321  -0.458
H 1.571 -2.111 1.203  0.241
N -2.375 -0.604 -0.530  -0.515
C 0.268 1.055 1.505  -0.684
H 2.606 -0.162 -1.478  0.454
H -2.963 -1.387 -0.214  0.466
H -1.461 2.036 -0.928  0.248
H -0.077 -2.235 0.452  0.246
C -0.133 0.378 0.242  0.304

## Properties
Relative energy (zero: lowest compared OMol25 entry of this formula, charge and spin) = 577.96 kJ/mol
HOMO = -18.27 eV
SMILES string = CN([NH3+])C(C)(C)N[NH3+]
Total charge = +2

Here is a 2-piece molecular cluster, C4H12 overall from the OMol25 dataset. Energies are from the ωB97M-V functional and the def2-TZVPD basis.

Last column: natural (NBO) charge in e.
Geometry (Å):
H -1.067 -0.415 1.537  0.198
H -2.589 -0.373 0.852  0.204
C 1.036 -0.841 -0.889  -0.615
H 2.621 -2.077 -1.672  0.205
H 3.221 -0.681 -0.776  0.207
H -2.256 2.318 1.227  0.206
C -1.920 0.244 1.453  -0.610
H 0.274 -1.443 -1.380  0.205
C -1.520 1.586 0.848  -0.623
H -1.391 1.563 -0.218  0.211
H 0.906 -1.047 0.169  0.205
C 2.428 -1.043 -1.421  -0.615
H 2.598 -0.619 -2.419  0.205
H 0.635 0.161 -1.070  0.203
H -2.396 0.370 2.423  0.204
H -0.715 2.083 1.410  0.209

## Properties
Relative energy (zero: lowest compared OMol25 entry of this formula, charge and spin) = 46.06 kJ/mol
HOMO = -11.24 eV
SMILES string = CC.CC

Here is C6H9F13O2SSi2 as an isolated structure from the OMol25 dataset. Energies are from the ωB97M-V functional and the def2-TZVPD basis.

Last column: natural (NBO) charge in e.
Geometry (Å):
S -4.098 -0.887 -0.654  2.210
H 5.812 -0.662 -0.231  -0.224
F -3.649 0.603 -1.352  -0.421
C -2.442 -1.242 0.088  0.454
F -0.820 1.349 -1.342  -0.341
O 5.189 -2.800 1.157  -1.059
F -2.570 -0.585 2.605  -0.291
F -2.994 2.068 1.077  -0.303
O 3.229 -0.694 0.435  -1.214
F -4.667 -2.457 -0.131  -0.427
H 4.363 -2.295 -1.327  -0.214
C -1.734 1.265 1.141  0.595
H 5.770 -2.305 1.818  0.491
H 1.101 2.924 0.948  0.265
F -4.779 -0.208 0.747  -0.419
F -5.633 -0.693 -1.410  -0.402
C -0.717 1.876 0.028  0.659
F -2.550 -2.633 0.686  -0.292
Si 4.686 -1.605 -0.059  1.621
H 1.181 1.063 1.229  0.262
F -0.484 -0.845 1.546  -0.311
C 0.877 1.868 0.438  -0.482
H 1.534 2.244 -1.825  0.265
F -1.076 3.343 -0.082  -0.351
F -1.489 -1.469 -1.064  -0.283
F -3.558 -1.664 -2.124  -0.432
C -1.885 -0.325 1.279  0.593
H 2.899 2.350 -0.529  0.251
H 1.485 -0.965 -1.601  -0.183
C 1.912 1.748 -0.828  -0.876
F -1.130 1.709 2.463  -0.324
Si 2.544 -0.092 -1.097  1.385
H 3.694 0.017 -2.029  -0.201

## Properties
HOMO = -11.08 eV